C9H20OSi | the ωB97M-V functional and the def2-TZVPD basis

The LUMO energy (spin up / spin down) comes out at 0.4041 / 0.3671 eV. The HOMO energy (spin up / spin down) comes out at -7.5 / -6.5 eV. As for the net charge: 0. Its strongest force on any atom is 4.407 eV/Å.

Each line ends with the natural charge from an NBO analysis.
Geometry (Å):
C -3.72 0.86 0.39  -0.52
C -2.83 1.67 -0.12  -0.30
C 2.51 0.40 -0.82  -0.60
C 0.82 2.06 -1.55  -0.59
C 0.57 -2.65 0.51  -0.63
C -1.58 -2.11 -0.78  -0.62
C 1.21 1.31 2.67  -0.24
C 0.98 0.58 -1.10  -0.72
C -0.71 -1.77 0.43  -0.71
O 0.63 0.29 1.93  -0.94
Si -0.04 0.05 0.47  1.80
H -4.85 1.15 0.58  0.18
H -3.53 -0.14 0.73  0.19
H -2.80 2.70 -0.40  0.17
H 2.67 -0.60 -0.67  0.20
H 3.00 0.61 -1.65  0.21
H 2.90 0.93 -0.05  0.20
H 0.62 2.58 -0.58  0.20
H 0.00 2.10 -2.15  0.21
H 1.68 2.55 -2.08  0.20
H 1.27 -2.35 -0.26  0.20
H 0.98 -2.85 1.55  0.23
H 0.24 -3.78 0.21  0.20
H -0.89 -2.06 -1.73  0.20
H -2.35 -1.38 -0.76  0.23
H -1.80 -3.19 -0.82  0.22
H 1.97 0.94 3.35  0.19
H 0.44 2.05 3.26  0.19
H 1.95 2.02 2.02  0.16
H 0.51 0.14 -2.02  0.25
H -1.16 -2.12 1.39  0.24

=====

C22H58InO16S5 | the ωB97M-V functional and the def2-TZVPD basis

The LUMO energy comes out at 1.8497 eV. The HOMO energy comes out at -3.9 eV. As for the net charge: -1. Its strongest force on any atom is 2.003 eV/Å.

Each line ends with the Löwdin charge.
Geometry (Å):
C -4.65 -0.17 -2.19  -0.08
C -4.04 -1.60 -2.34  -0.28
O -4.16 -2.45 -1.23  -0.15
C -3.92 -1.81 0.01  -0.23
C -2.54 -1.11 0.16  -0.18
C -1.43 -2.00 0.79  -0.20
C -0.35 -1.04 1.43  -0.33
C 1.11 -1.35 0.94  -0.36
In 2.25 0.64 1.03  0.23
H -3.83 0.54 -2.07  0.07
H -5.40 -0.08 -1.40  0.07
H -5.15 0.08 -3.13  0.06
H -2.98 -1.50 -2.63  0.11
H -4.53 -2.06 -3.21  0.11
H -3.94 -2.61 0.77  0.09
H -4.72 -1.12 0.32  0.11
H -2.68 -0.28 0.86  0.11
H -2.14 -0.67 -0.76  0.11
H -1.85 -2.57 1.64  0.09
H -0.98 -2.67 0.05  0.10
H -0.40 -1.09 2.52  0.09
H -0.56 -0.02 1.09  0.03
H 1.12 -1.72 -0.10  0.00
H 1.55 -2.04 1.67  0.00
H 3.16 0.70 2.59  -0.15
H 1.00 1.95 1.03  -0.12
H 3.35 0.78 -0.37  -0.15
O 5.24 4.54 -1.30  -0.28
S 5.04 3.66 -2.42  0.58
O 4.87 2.25 -2.25  -0.30
O 6.21 3.92 -3.50  -0.27
C 7.56 3.80 -3.06  -0.27
C 7.98 2.35 -2.86  -0.08
C 3.69 4.26 -3.39  -0.13
H 7.71 4.38 -2.14  0.11
H 8.18 4.26 -3.83  0.12
H 7.43 1.89 -2.05  0.07
H 9.04 2.29 -2.63  0.08
H 7.78 1.77 -3.77  0.08
H 3.83 5.33 -3.56  0.06
H 2.78 4.08 -2.83  0.09
H 3.67 3.72 -4.33  0.06
O 1.59 4.27 2.96  -0.30
S 2.88 4.88 3.04  0.57
O 3.82 4.51 4.07  -0.29
O 2.69 6.48 3.08  -0.27
C 1.83 7.03 4.09  -0.28
C 2.48 7.01 5.46  -0.08
C 3.69 4.78 1.48  -0.13
H 0.88 6.49 4.10  0.11
H 1.63 8.06 3.79  0.12
H 2.64 6.00 5.82  0.07
H 1.85 7.53 6.19  0.07
H 3.45 7.50 5.43  0.08
H 3.00 5.09 0.70  0.07
H 3.98 3.74 1.32  0.07
H 4.57 5.41 1.50  0.07
O -8.17 -5.13 4.29  -0.28
S -6.83 -5.23 4.79  0.58
O -6.05 -4.05 5.06  -0.28
O -5.99 -6.21 3.83  -0.26
C -5.94 -5.92 2.43  -0.25
C -5.02 -4.75 2.11  -0.08
C -6.81 -6.26 6.22  -0.13
H -6.95 -5.74 2.04  0.11
H -5.56 -6.81 1.94  0.11
H -5.40 -3.82 2.53  0.07
H -4.91 -4.62 1.04  0.08
H -4.03 -4.92 2.55  0.08
H -7.37 -7.16 6.01  0.07
H -7.28 -5.70 7.03  0.07
H -5.78 -6.49 6.48  0.07
O -2.91 -7.73 2.27  -0.28
S -1.97 -8.81 2.31  0.59
O -2.26 -10.03 3.01  -0.28
O -0.55 -8.24 2.80  -0.26
C -0.50 -7.53 4.05  -0.25
C -0.60 -8.46 5.24  -0.08
C -1.48 -9.22 0.66  -0.12
H -1.28 -6.77 4.07  0.12
H 0.46 -7.02 4.07  0.13
H -1.58 -8.95 5.29  0.07
H -0.46 -7.91 6.17  0.08
H 0.15 -9.25 5.18  0.08
H -1.23 -8.30 0.13  0.08
H -2.32 -9.71 0.18  0.07
H -0.63 -9.89 0.70  0.07
O 2.38 5.74 -5.55  -0.28
S 2.02 5.36 -6.89  0.60
O 3.02 5.19 -7.90  -0.28
O 0.89 6.37 -7.42  -0.26
C 1.17 7.78 -7.38  -0.26
C 2.13 8.20 -8.48  -0.08
C 1.02 3.91 -6.83  -0.11
H 1.54 8.06 -6.40  0.12
H 0.21 8.28 -7.53  0.12
H 3.12 7.76 -8.32  0.07
H 2.24 9.28 -8.49  0.08
H 1.78 7.86 -9.45  0.08
H 0.24 4.04 -6.08  0.08
H 1.67 3.08 -6.56  0.08
H 0.59 3.74 -7.81  0.07

=====

C5H13NO2 | the ωB97M-V functional and the def2-TZVPD basis

The LUMO energy comes out at 0.9274 eV. The HOMO energy comes out at -9.3 eV. As for the net charge: 0. Its strongest force on any atom is 0.741 eV/Å.

Each line ends with the natural charge from an NBO analysis.
Geometry (Å):
C 2.65 -0.53 -0.49  -0.42
N 1.92 -0.74 0.75  -0.64
C 0.48 -0.73 0.59  0.25
O -0.04 -0.95 1.89  -0.75
C -0.10 0.58 0.04  -0.47
C -1.64 0.69 0.06  0.10
C -2.21 0.90 -1.34  -0.62
O -2.29 -0.44 0.62  -0.74
H 2.57 0.50 -0.83  0.17
H 3.71 -0.73 -0.32  0.20
H 2.31 -1.20 -1.28  0.20
H 2.17 -0.01 1.42  0.36
H 0.17 -1.58 -0.04  0.16
H 0.55 -1.64 2.24  0.49
H 0.27 0.75 -0.98  0.21
H 0.29 1.41 0.63  0.21
H -1.91 1.56 0.67  0.15
H -2.03 0.01 -1.97  0.21
H -1.77 1.77 -1.83  0.20
H -3.29 1.03 -1.29  0.22
H -1.82 -0.64 1.46  0.49

=====

C13H48N22O13 | the ωB97M-V functional and the def2-TZVPD basis

The LUMO energy comes out at 3.7111 eV. The HOMO energy comes out at -1.6 eV. As for the net charge: -2. Its strongest force on any atom is 7.882 eV/Å.

Each line ends with the Löwdin charge.
Geometry (Å):
O 22.12 -14.90 -6.30  -0.36
C 20.72 -14.79 -6.14  -0.38
C 19.89 -13.51 -6.49  -0.36
O 20.08 -12.91 -7.78  -0.35
H 20.46 -14.87 -5.08  0.04
H 20.32 -15.62 -6.72  0.06
H 20.11 -12.71 -5.79  0.06
H 18.83 -13.73 -6.33  0.07
C 17.37 -17.02 -8.86  -0.77
O 16.50 -17.71 -9.36  -0.02
N 18.18 -17.50 -7.96  0.18
N 17.67 -15.77 -9.18  0.18
H 18.04 -18.42 -7.59  0.09
H 19.03 -17.04 -7.66  0.08
H 18.43 -15.32 -8.69  0.09
H 17.24 -15.30 -9.96  0.09
C 20.89 -9.79 -9.07  -0.72
O 21.98 -10.40 -9.18  0.02
N 19.75 -10.16 -8.51  0.15
N 20.68 -8.62 -9.64  0.12
H 19.02 -9.53 -8.21  0.10
H 19.71 -11.14 -8.27  0.03
H 19.81 -8.13 -9.47  0.09
H 21.50 -8.08 -9.85  0.10
C 23.42 -11.79 -4.78  -0.88
O 23.22 -11.54 -5.95  0.05
N 23.92 -10.97 -3.98  0.15
N 23.30 -12.98 -4.32  0.19
H 24.11 -10.08 -4.42  0.11
H 24.25 -11.25 -3.07  0.11
H 22.88 -13.63 -4.96  0.06
H 23.42 -13.23 -3.34  0.11
C 19.71 -12.35 -1.95  -0.81
O 20.01 -13.17 -1.14  0.04
N 18.62 -12.35 -2.63  0.20
N 20.47 -11.29 -2.22  0.17
H 18.16 -13.25 -2.66  0.13
H 18.71 -11.82 -3.49  0.09
H 20.06 -10.53 -2.75  0.05
H 21.12 -11.10 -1.47  0.11
C 21.62 -16.58 -2.54  -0.83
O 21.58 -17.35 -1.64  0.05
N 22.35 -16.58 -3.58  0.18
N 20.81 -15.52 -2.59  0.16
H 22.11 -16.02 -4.38  0.06
H 22.97 -17.37 -3.71  0.10
H 20.25 -15.44 -1.75  0.09
H 20.66 -14.88 -3.36  0.07
C 16.29 -11.93 -7.59  -0.76
O 15.12 -11.64 -7.75  -0.01
N 17.20 -11.47 -6.72  0.16
N 16.98 -12.63 -8.42  0.16
H 17.16 -10.66 -6.13  0.07
H 18.14 -11.76 -6.93  0.04
H 16.59 -13.20 -9.16  0.10
H 17.98 -12.65 -8.26  0.04
C 20.07 -12.73 -11.39  -0.80
O 21.23 -12.66 -11.06  0.06
N 19.63 -12.66 -12.61  0.13
N 19.11 -13.19 -10.65  0.16
H 20.25 -12.54 -13.39  0.10
H 18.65 -12.83 -12.79  0.09
H 19.27 -13.18 -9.65  0.05
H 18.18 -13.13 -11.03  0.09
C 19.55 -9.32 -4.56  -0.80
O 18.35 -9.69 -4.71  -0.01
N 19.96 -8.48 -3.69  0.16
N 20.49 -9.71 -5.34  0.22
H 20.92 -8.18 -3.75  0.12
H 19.37 -8.04 -2.99  0.13
H 21.32 -9.16 -5.49  0.13
H 20.18 -10.49 -5.90  0.11
C 24.67 -17.67 -5.73  -0.83
O 25.43 -18.57 -5.54  0.02
N 23.54 -17.82 -6.42  0.16
N 24.91 -16.44 -5.38  0.18
H 22.96 -16.99 -6.37  0.04
H 23.02 -18.68 -6.34  0.09
H 24.32 -15.78 -5.86  0.10
H 25.72 -16.33 -4.78  0.12
C 19.58 -19.76 -5.20  -0.80
O 18.46 -19.43 -5.56  0.02
N 20.48 -18.90 -4.89  0.20
N 20.02 -20.98 -5.22  0.16
H 20.23 -17.93 -4.86  0.12
H 21.44 -19.18 -4.75  0.10
H 21.00 -21.08 -4.99  0.10
H 19.60 -21.38 -6.05  0.12
C 21.07 -16.59 -10.08  -0.79
O 21.15 -15.40 -10.01  0.10
N 21.41 -17.30 -9.01  0.16
N 20.58 -17.33 -11.03  0.17
H 22.06 -16.87 -8.36  0.09
H 21.51 -18.26 -9.31  0.08
H 20.67 -18.34 -10.94  0.10
H 20.25 -16.81 -11.83  0.12

=====

CCl4O2S | the ωB97M-V functional and the def2-TZVPD basis

The LUMO energy comes out at -0.9069 eV. The HOMO energy comes out at -11.5 eV. As for the net charge: 0. Its strongest force on any atom is 1.223 eV/Å.

Each line ends with the natural charge from an NBO analysis.
Geometry (Å):
C 0.19 1.43 0.26  -0.23
O 0.31 -2.65 -1.47  -0.84
O -0.47 -2.30 0.80  -0.84
S -0.71 -2.14 -0.60  1.65
Cl 0.17 0.59 -1.31  0.05
Cl 0.05 3.17 0.00  0.07
Cl 1.67 1.04 1.12  0.08
Cl -1.21 0.87 1.20  0.06

=====

C5H10N2 | the ωB97M-V functional and the def2-TZVPD basis

The LUMO energy (spin up / spin down) comes out at 0.1900 / 0.1911 eV. The HOMO energy (spin up / spin down) comes out at -7.4 / -7.4 eV. As for the net charge: 0. Its strongest force on any atom is 1.375 eV/Å.

Each line ends with the natural charge from an NBO analysis.
Geometry (Å):
C 1.34 0.01 -0.06  -0.51
C -0.60 1.71 -0.98  -0.67
C -0.05 0.61 -0.15  0.39
N -0.53 -0.34 2.13  -0.81
C -0.75 -0.30 0.72  -0.11
C 0.39 -1.22 -0.20  0.01
N -0.26 -1.16 -1.45  -0.84
H -0.73 -1.27 2.50  0.37
H 0.40 -0.07 2.40  0.36
H 0.30 -1.66 -2.15  0.32
H 1.99 0.18 -0.92  0.23
H 1.88 0.17 0.87  0.20
H -1.79 -0.50 0.47  0.22
H 0.67 -2.16 0.32  0.15
H -1.58 1.42 -1.36  0.25
H -0.73 2.59 -0.34  0.23
H 0.06 1.96 -1.80  0.23